(1)
This record from the OMol25 dataset describes a single C8H11NO6 molecule at a distorted geometry. The level of theory is ωB97M-V/def2-TZVPD.

DFT total energy: -22249.5978 eV
frontier orbital gap: 0.3862 hartree
largest force on an atom: 2.0 eV/Å
molecular weight: 217.18 g mol⁻¹
structure (SMILES): CC(=O)N(C)[C@@H]1OC(=O)O[C@H]1CC(=O)O
energy above the lowest of the compared OMol25 structures with the same formula, charge and spin: 0.0 kJ/mol
HOMO level: -10.2 eV
spin multiplicity: 1

CARTESIAN COORDINATES (ANGSTROEM)
C1 -2.574 -0.987 -1.957
C2 -1.613 -0.578 -0.879
O1 -1.777 -0.940 0.254
N1 -0.517 0.211 -1.293
C3 -1.038 1.523 -1.776
C4 0.421 0.471 -0.224
O2 1.598 0.988 -0.873
C5 2.545 0.043 -0.984
O3 3.567 0.144 -1.623
O4 2.203 -1.016 -0.213
C6 1.003 -0.732 0.515
C7 1.472 -0.331 1.904
C8 0.415 -0.277 2.962
O5 -0.761 -0.274 2.772
O6 0.926 -0.285 4.248
H1 -3.551 -0.681 -1.620
H2 -2.586 -2.059 -2.047
H3 -2.386 -0.515 -2.906
H4 -1.594 1.396 -2.682
H5 -1.682 1.947 -1.017
H6 -0.218 2.184 -1.990
H7 0.152 1.282 0.434
H8 0.433 -1.639 0.472
H9 1.978 0.624 1.882
H10 2.211 -1.046 2.231
H11 1.372 0.547 4.409

=====

(2)
This record from the OMol25 dataset describes a gas-phase ion, C26H27FN (charge +1) at a distorted geometry. The level of theory is ωB97M-V/def2-TZVPD.

DFT total energy: -31601.1452 eV
frontier orbital gap: 0.2932 hartree
charge: +1
largest force on an atom: 2.0 eV/Å
molecular weight: 372.51 g mol⁻¹
structure (SMILES): Fc1cccc([C@H](CC(c2ccccc2)=[N+]2CCCCC2)c2ccccc2)c1
energy above the lowest of the compared OMol25 structures with the same formula, charge and spin: 0.0 kJ/mol
HOMO level: -11.8 eV
spin multiplicity: 1

CARTESIAN COORDINATES (ANGSTROEM)
F1 6.668 0.516 -0.404
C1 5.471 -0.150 -0.277
C2 5.297 -1.340 -0.973
C3 4.123 -2.056 -0.740
C4 3.219 -1.645 0.234
C5 3.468 -0.496 0.989
C6 2.422 -0.165 2.085
C7 1.403 0.822 1.511
C8 0.087 1.237 2.118
C9 -0.008 2.616 2.690
C10 -0.351 3.754 1.908
C11 -0.520 4.992 2.520
C12 -0.384 5.124 3.903
C13 -0.072 4.011 4.682
C14 0.095 2.772 4.081
N1 -1.062 0.607 1.885
C15 -1.109 -0.744 1.241
C16 -2.504 -1.351 1.037
C17 -3.563 -0.919 2.037
C18 -3.630 0.589 2.074
C19 -2.290 1.208 2.461
C20 2.971 0.316 3.426
C21 2.055 0.327 4.485
C22 2.375 0.947 5.691
C23 3.639 1.532 5.845
C24 4.610 1.384 4.849
C25 4.293 0.709 3.661
C26 4.541 0.343 0.645
H1 6.035 -1.665 -1.693
H2 3.921 -2.963 -1.296
H3 2.307 -2.218 0.439
H4 1.935 -1.126 2.321
H5 1.945 1.792 1.426
H6 1.201 0.516 0.465
H7 -0.536 3.646 0.834
H8 -0.764 5.864 1.916
H9 -0.531 6.090 4.377
H10 0.026 4.094 5.763
H11 0.287 1.892 4.698
H12 -0.494 -1.413 1.867
H13 -0.618 -0.697 0.253
H14 -2.408 -2.441 1.038
H15 -2.832 -1.081 0.026
H16 -4.526 -1.341 1.747
H17 -3.329 -1.311 3.030
H18 -3.956 0.988 1.109
H19 -4.376 0.913 2.801
H20 -2.187 1.157 3.557
H21 -2.353 2.275 2.204
H22 1.065 -0.126 4.328
H23 1.633 0.993 6.491
H24 3.866 2.115 6.735
H25 5.624 1.784 4.971
H26 5.071 0.502 2.921
H27 4.705 1.314 1.129

=====

(3)
This record from the OMol25 dataset describes a molecular structure, C4H5NO3 at a distorted geometry. The level of theory is ωB97M-V/def2-TZVPD.

DFT total energy: -11852.9714 eV
frontier orbital gap: 0.3118 hartree
largest force on an atom: 10.6 eV/Å
molecular weight: 115.09 g mol⁻¹
energy above the lowest of the compared OMol25 structures with the same formula, charge and spin: 871.2 kJ/mol
HOMO level: -10.0 eV
spin multiplicity: 1

CARTESIAN COORDINATES (ANGSTROEM)
C1 -1.064 0.984 -0.776
C2 -0.521 -0.276 -0.204
C3 -0.278 -0.298 1.344
C4 0.820 -0.510 -0.882
H1 -0.201 1.377 -1.854
H2 -1.111 -1.191 -0.651
H3 -0.399 -1.177 1.918
H4 -1.005 0.628 1.559
H5 2.446 0.121 0.249
N1 1.573 -0.530 0.329
O1 -2.538 1.379 -0.301
O2 1.058 0.328 1.241
O3 1.220 -0.835 -1.973

=====

> Which of these has the lowest frontier orbital gap?

C26H27FN

=====

> Which of these has the lowest molecular weight?

C4H5NO3

=====

> What is the frontier orbital gap in the first record?

0.3862 hartree

=====

What did the third record say?
This record from the OMol25 dataset describes a molecular structure, C4H5NO3 at a distorted geometry. The level of theory is ωB97M-V/def2-TZVPD.

DFT total energy: -11852.9714 eV
frontier orbital gap: 0.3118 hartree
largest force on an atom: 10.6 eV/Å
molecular weight: 115.09 g mol⁻¹
energy above the lowest of the compared OMol25 structures with the same formula, charge and spin: 871.2 kJ/mol
HOMO level: -10.0 eV
spin multiplicity: 1

CARTESIAN COORDINATES (ANGSTROEM)
C1 -1.064 0.984 -0.776
C2 -0.521 -0.276 -0.204
C3 -0.278 -0.298 1.344
C4 0.820 -0.510 -0.882
H1 -0.201 1.377 -1.854
H2 -1.111 -1.191 -0.651
H3 -0.399 -1.177 1.918
H4 -1.005 0.628 1.559
H5 2.446 0.121 0.249
N1 1.573 -0.530 0.329
O1 -2.538 1.379 -0.301
O2 1.058 0.328 1.241
O3 1.220 -0.835 -1.973